DFT (wB97M-V/def2-TZVPD) results for the molecule H4N4O2.

2S+1 ... 3
E_HOMO (alpha / beta) ... -5.88 / -9.21 eV
Lowest unoccupied orbital energy (alpha / beta) ... 0.913 / -1.553 eV
<S²> ... 2.010
Total charge ... 0

Each line ends with the natural charge from an NBO analysis.
Cartesian coordinates (Å):
1 N 0.837 1.692 -1.325  -0.57
2 N -1.670 -1.887 0.629  -0.48
3 N 0.134 0.477 -1.331  -0.12
4 N -0.063 -0.082 -0.227  0.31
5 O 0.081 0.381 0.875  -0.36
6 O -0.893 -1.435 -0.359  -0.29
7 H 1.121 2.149 -0.410  0.40
8 H 1.195 2.022 -2.215  0.41
9 H -2.203 -1.116 0.960  0.36
10 H -1.147 -2.545 1.233  0.36

DFT (wB97M-V/def2-TZVPD) results for the molecule H4N4O2S.

2S+1 ... 1
E_HOMO ... -9.45 eV
Lowest unoccupied orbital energy ... -0.070 eV
Total charge ... 0

Each line ends with the natural charge from an NBO analysis.
Cartesian coordinates (Å):
1 N 2.230 0.519 0.425  -0.57
2 N -1.191 0.192 0.089  -0.64
3 N 1.187 -0.014 -0.052  0.03
4 N 0.079 0.739 0.185  -0.25
5 O 4.131 0.626 -0.954  -0.92
6 O 3.906 -1.560 0.169  -0.94
7 S 3.797 0.072 0.358  1.67
8 H -0.890 -0.798 0.049  0.37
9 H -1.776 0.452 -0.666  0.37
10 H 3.254 -2.185 0.434  0.50
11 H 0.184 1.532 0.858  0.38

Result set for relative energy (zero: lowest compared OMol25 entry of this formula, charge and spin): 77.1, 5.9 kcal per mole, one per record in the order listed.